# 1
C9H19Br6ClN3O | ωB97M-V/def2-TZVPD

XYZ file:
```
39
Properties=species:S:1:pos:R:3:forces:R:3
Br -2.85624 -1.14126 -0.50823 -0.02 -0.04 0.08
Br 2.25838 -2.43706 3.97340 0.03 -0.03 -0.02
Br 3.67603 1.96057 -1.08995 -0.05 0.01 0.06
Br 2.20560 -1.12365 0.29024 -0.09 0.14 0.09
Br -2.29571 0.58258 -3.70982 0.09 -0.04 0.07
Br 0.80840 -5.52772 5.36951 -0.04 0.08 -0.02
Cl 1.27445 4.79512 1.77672 0.52 -0.10 -0.42
O -0.54506 1.31232 -0.54885 -0.09 -0.60 0.18
N 0.51731 3.56392 0.87793 0.30 0.74 1.29
N -0.41623 4.73063 -0.95078 -0.23 1.05 -0.50
N -1.62468 3.13448 0.34617 0.55 -0.74 -0.80
C 0.23485 2.26241 1.51392 0.46 -0.71 -1.62
C 1.93129 -0.28444 -1.44406 0.06 -0.23 -0.07
C -2.60736 -1.30664 -3.35862 -0.06 0.15 -0.15
C 1.83097 -4.12103 3.09287 -0.04 0.21 -0.11
C -0.97260 1.81974 0.65671 -0.42 1.05 0.40
C -3.62062 -1.50533 -2.26526 0.04 -0.10 0.00
C 0.55411 -4.71678 3.62136 0.04 -0.25 0.14
C 3.19881 0.30617 -1.99937 -0.03 0.13 -0.05
C -0.46306 3.89885 0.04343 -0.65 -0.68 0.58
H -3.94397 -2.54272 -2.22699 0.05 -0.02 0.04
H 0.21637 -5.52331 2.97446 0.04 0.01 -0.04
H 4.05700 -0.35089 -1.90925 -0.02 -0.05 0.03
H -1.68743 1.21553 1.18959 -0.14 -0.40 0.12
H -0.88081 4.45994 -1.80775 -0.76 0.30 0.34
H 1.72965 -3.87704 2.03716 -0.03 -0.01 0.00
H 3.05688 0.57455 -3.04360 -0.01 0.02 0.00
H 0.02218 5.64125 -0.93269 0.72 -0.38 -0.05
H 2.68737 -4.77169 3.23235 -0.01 -0.04 0.04
H 1.56473 -1.07355 -2.09743 0.07 -0.03 -0.04
H -1.64339 -1.74425 -3.12258 -0.01 -0.06 0.02
H 0.14015 2.24805 2.58562 -0.18 0.30 0.33
H -0.23713 -3.98237 3.72791 0.01 0.05 -0.03
H -1.80283 3.49270 1.29416 -0.75 0.31 -0.25
H -1.08868 0.53252 -0.76700 -0.02 0.22 -0.20
H -4.48637 -0.86005 -2.36558 0.02 0.04 -0.02
H 1.02783 1.62202 1.14324 0.51 -0.24 0.67
H -2.97336 -1.72123 -4.29459 -0.05 -0.01 0.01
H 1.15315 0.45767 -1.30435 0.20 -0.05 -0.08
```
Positions in Å, forces in eV/Å.

Results
- 2S+1 = 1
- total charge = +1

***

# 2
C25H29IN4O3PbTe | ωB97M-V/def2-TZVPD

XYZ file:
```
64
Properties=species:S:1:pos:R:3:forces:R:3
Pb -0.53881 2.52623 -0.35905 -2.07 -0.98 -1.80
I -3.37822 7.72678 6.28169 0.64 -0.46 0.04
Te -3.89061 -3.34594 -0.84707 -1.17 -0.31 -1.42
O -0.18796 3.38377 1.61669 -1.05 1.69 -0.01
O 2.68943 -3.76466 2.80740 0.29 0.18 0.54
O -1.54076 4.71066 0.33424 1.14 -1.08 1.93
N 1.32777 -1.44711 2.01386 -0.39 0.28 -0.99
N 0.54395 0.50265 0.68881 1.01 -2.13 1.79
N 1.89100 3.07638 -0.62004 1.96 -0.41 -1.13
N 2.45960 2.07381 -1.37055 0.48 -0.10 0.51
C 2.73784 3.89068 -2.58505 0.08 -2.16 0.15
C -2.02758 -4.59644 -3.18475 -1.62 -3.75 1.76
C -2.62845 -6.97525 -2.99251 0.55 0.85 -0.30
C -2.54121 5.91549 2.51101 1.10 -0.72 0.92
C 1.52776 5.43397 -0.97170 -0.60 0.60 2.01
C -1.22233 5.71477 5.03502 -1.66 2.35 -1.25
C -1.26162 -6.18384 -4.83703 -0.96 -0.73 2.01
C 2.09914 4.15192 -1.37563 -0.98 0.20 0.02
C 0.77570 -2.76119 1.71670 -0.25 0.91 -0.76
C 3.61457 1.74897 -3.64077 -1.00 -2.33 -0.21
C 2.23528 -1.39351 3.11402 0.96 1.08 0.71
C 0.86236 -0.39944 1.37809 -0.01 1.92 -1.77
C 1.82940 -3.85636 1.69752 -0.87 -0.47 -0.12
C 3.31876 -2.48975 2.88949 0.74 0.77 1.60
C -2.60226 -5.69817 -2.44040 0.65 0.13 -2.83
C -3.30966 -5.45918 -1.22968 -2.13 -0.25 3.04
C -1.32963 -4.89403 -4.30726 0.71 0.14 -1.50
C -3.12442 6.50596 3.60793 1.59 0.28 1.18
C -1.40525 5.10330 2.70110 -0.41 1.14 -0.55
C -2.36734 -3.34412 -2.63697 0.13 3.52 0.51
C -2.39414 6.52168 4.82890 -0.36 -1.20 -0.26
C -1.93933 -7.23604 -4.17303 1.59 0.44 -0.30
C -0.71376 5.07780 3.91747 -1.21 -0.84 -0.22
C 2.99479 2.49935 -2.52233 -0.49 2.16 -0.77
C -1.02328 4.37549 1.45733 0.71 0.03 0.04
H 4.65443 1.42828 -3.47638 -0.26 0.40 -0.09
H -3.20457 -7.70027 -2.46485 -0.03 -0.80 0.19
H 2.79647 4.47448 -3.49820 0.29 0.15 0.51
H -0.62951 -6.45190 -5.63978 0.51 0.09 -0.87
H 1.11402 -4.72193 1.80930 1.59 0.07 -0.17
H -1.62718 -8.25145 -4.45197 -0.90 0.29 -0.14
H 2.47868 1.15338 -0.97401 0.00 -0.20 0.00
H 0.49808 5.38306 -0.46406 1.47 -0.15 -0.95
H -2.79878 6.04199 1.48336 -0.93 -0.05 -0.30
H 0.30128 -2.67519 0.72816 -0.03 -0.28 0.32
H 3.02556 0.78854 -3.83228 0.75 1.04 0.29
H -4.31160 -5.96440 -1.19371 1.02 0.19 0.02
H -0.80719 -4.06119 -4.75500 0.06 -0.03 -0.50
H -0.65227 5.78300 5.93009 0.12 -0.13 0.68
H -3.05279 -2.68471 -3.20521 1.11 -0.18 -0.19
H 3.48305 2.32137 -4.56174 0.42 0.04 0.22
H -2.77680 -5.71676 -0.28870 -0.21 -0.01 -0.63
H 0.12120 4.43248 4.04916 0.71 -0.32 -0.19
H 0.00892 -2.92498 2.47605 -0.01 -0.58 -0.02
H 1.47628 6.07308 -1.84018 0.05 0.53 0.07
H 2.24166 5.79086 -0.18717 -0.68 0.49 -0.67
H -4.04918 7.03295 3.59150 -0.43 0.41 -0.36
H 4.05678 -2.31795 2.06687 -1.05 0.09 0.04
H 3.98216 -2.45102 3.80262 -0.83 -0.54 -0.74
H -3.01689 -3.20865 0.44539 1.10 -0.02 1.52
H -1.52137 -2.83997 -2.15361 -0.38 0.44 -0.36
H 2.47906 -3.92715 0.78618 -0.97 0.19 0.37
H 1.65384 -1.57057 4.03005 0.35 -0.55 0.03
H 2.59595 -0.32999 3.28466 0.05 -1.35 -0.66
```
Positions in Å, forces in eV/Å.

Results
- 2S+1 = 1
- energy above the lowest of the compared OMol25 structures with the same formula, charge and spin (kJ/mol) = 0.00

***

We obtain maximum force values of 1.8, 4.4 eV/A for the records listed above, in that order.
We obtain E_tot values of -16497.8149, -2173.0842 hartree for the records listed above, in that order.